Record 1
ORCA calculation (ωB97M-V/def2-TZVPD) on a structure of composition C10H13Br4N3O2Pd in a non-equilibrium geometry.

The relative energy (zero: lowest compared OMol25 entry of this formula, charge and spin) is 215.8 kJ/mol. Its charge is +2. The energy comes out at -302778.0774 eV. Its spin multiplicity is 1. The HOMO energy is -14.62 eV. The calculation puts the LUMO energy at -9.18 eV. The maximum force is 6.0 eV/Å.

Each line ends with the Mulliken charge.
Positions of all 33 atoms, in Å:
Pd  -0.22685  0.06009  0.04256  0.815
Br  -6.63181  1.59751  3.08138  0.004
Br  -5.07731  -0.28856  -2.07600  -0.035
Br  -7.45932  0.61910  0.05335  0.003
Br  -3.42856  1.66059  3.95729  -0.035
O  -2.36389  -0.02938  -0.78743  -0.499
O  -1.69447  0.76131  1.66036  -0.501
N  2.04024  -0.19790  -0.49366  -0.015
N  -0.10206  -0.86055  -2.12495  -0.317
N  1.02483  0.47184  1.99837  -0.316
C  -3.28422  0.31178  -0.00126  0.722
C  -4.66316  0.28907  -0.35022  -0.348
C  -5.65662  0.67237  0.56269  0.234
C  -5.30137  1.09213  1.86195  0.238
C  1.25368  -0.86877  -2.68289  -0.705
C  -3.95346  1.12812  2.24711  -0.350
C  2.21560  -1.20011  -1.54698  -0.596
C  2.46871  0.56777  1.76283  -0.706
C  2.83176  -0.47157  0.70768  -0.596
C  -2.91486  0.74905  1.35235  0.727
H  -0.76710  -0.38561  -2.73717  0.266
H  2.29547  0.72519  -0.86167  0.184
H  -0.44588  -1.81467  -1.98584  0.266
H  3.05186  0.39198  2.67506  0.392
H  0.80305  -0.33812  2.58375  0.266
H  3.90784  -0.45395  0.49463  0.369
H  2.69737  1.57090  1.39521  0.372
H  1.36643  -1.60080  -3.49199  0.393
H  1.96791  -2.18112  -1.12979  0.382
H  2.56901  -1.47041  1.06967  0.382
H  1.47345  0.12391  -3.08286  0.371
H  3.25149  -1.23005  -1.90719  0.369
H  0.65669  1.29778  2.47258  0.266


Record 2
ORCA calculation (ωB97M-V/def2-TZVPD) on the molecule C10H13BrO in a non-equilibrium geometry.

Its structure (SMILES) is O[C@]1([C@]23C[C@@]2(Br)C3)C=CCCC1. The relative energy (zero: lowest compared OMol25 entry of this formula, charge and spin) is 169.9 kJ/mol. The energy comes out at -82666.6505 eV. Its spin multiplicity is 1. The HOMO energy is -8.51 eV. The calculation puts the LUMO energy at 0.71 eV. The maximum force is 4.1 eV/Å.

Each line ends with the Mulliken charge.
Positions of all 25 atoms, in Å:
Br  1.49094  1.94833  -3.24782  -0.091
O  2.89378  -0.05450  0.69308  -0.601
C  2.22141  2.77091  -0.33362  -0.719
C  -0.67981  -0.76516  1.07372  -0.584
C  0.50355  -0.19667  1.33317  -0.769
C  1.18615  1.65992  -0.08248  -0.170
C  1.27941  2.40016  -1.45230  -0.190
C  0.02582  2.44539  -0.67028  -0.295
C  1.54023  0.04400  0.23847  1.545
C  1.28133  -0.79024  -0.96885  -1.059
C  -1.00470  -1.29720  -0.22926  -0.669
C  -0.16043  -0.86129  -1.37046  -0.295
H  -0.49583  0.24363  -1.68318  -0.063
H  -0.88882  -2.38877  -0.20009  0.313
H  2.06380  -0.51641  -1.83463  0.208
H  0.77459  0.20495  2.30971  0.331
H  -0.27958  -1.55324  -2.22439  0.333
H  -1.34220  -1.07882  1.87577  0.422
H  -0.11249  3.31629  0.02692  0.201
H  2.15019  3.63311  0.27715  0.231
H  -2.07990  -1.10885  -0.37595  0.352
H  3.31888  2.45003  -0.54820  0.339
H  -0.96042  1.98759  -1.01691  0.313
H  1.46028  -1.81740  -0.60899  0.413
H  3.12634  0.77550  1.00781  0.506


Question: Which value of LUMO energy does entry 2 give?
Answer: 0.71 eV


Question: Look up the maximum force of the second one.
Answer: 4.1 eV/Å